# 1
Molecular formula: C6H9NO3
Method: DFT, ωB97M-V with the def2-TZVPD basis set

Results
E_LUMO: 0.33 eV
total charge: 0
calculated total energy: -13994.6717 eV
relative energy (zero: lowest compared OMol25 entry of this formula, charge and spin): 572.8 kJ/mol
multiplicity: 1
frontier orbital gap: 10.29 eV

Each line ends with the Mulliken charge.
Positions of all 19 atoms, in Å:
1 C -0.7170 2.2277 -0.2043  -0.6601
2 C -1.0188 0.0084 0.0805  -0.4459
3 C 0.0265 -0.6041 -0.6878  0.3153
4 C -1.7065 -1.3695 0.0000  0.1995
5 C 1.5653 -0.6278 -0.2394  0.5241
6 C 1.8489 -0.5811 1.1916  -1.2568
7 H -1.3809 3.1580 -0.9546  0.2545
8 H 0.2959 2.1426 -0.8899  0.2536
9 H -0.4211 2.5296 0.7551  0.3273
10 H -0.8439 0.2343 0.9601  0.7942
11 H 0.0653 -0.0473 -1.8289  0.2542
12 H -0.4435 -2.6190 -1.1932  0.1354
13 H 2.9001 -0.5930 1.2709  0.3938
14 H 1.1577 -1.0230 1.9224  0.3963
15 H 1.4114 0.5239 1.7172  0.2021
16 N -0.6222 -1.9951 -0.5912  -0.1612
17 O -1.6767 1.0802 -0.3769  -0.3716
18 O -2.8833 -1.7374 0.1505  -0.6031
19 O 2.4427 -0.7071 -1.0821  -0.5517

# 2
Molecular formula: C48H120N24O24
Method: DFT, ωB97M-V with the def2-TZVPD basis set

Results
E_LUMO: 0.18 eV
total charge: 0
calculated total energy: -136642.7007 eV
relative energy (zero: lowest compared OMol25 entry of this formula, charge and spin): 79.4 kJ/mol
multiplicity: 1
frontier orbital gap: 9.25 eV

Each line ends with the Mulliken charge.
Positions of all 216 atoms, in Å:
1 O -3.3048 4.8737 -6.5998  -0.6807
2 C -3.4296 3.8660 -5.9110  0.7213
3 N -3.1528 3.8845 -4.6044  0.0231
4 C -3.7235 2.5076 -6.4833  -0.8571
5 H -3.3884 3.1912 -3.9199  -0.1400
6 H -2.6799 4.6301 -4.0954  0.0861
7 H -2.7562 2.1383 -6.8302  0.1630
8 H -4.3777 2.5930 -7.3636  0.3552
9 H -4.1520 1.8219 -5.7480  0.2616
10 O 6.7584 -1.5593 0.2843  -0.7986
11 C 5.8806 -0.8398 -0.0790  0.1047
12 N 6.0949 0.1698 -0.9732  -0.2998
13 C 4.4777 -0.8433 0.4830  3.1054
14 H 7.0550 0.4445 -1.0164  0.3110
15 H 5.4429 0.9127 -0.9418  0.1597
16 H 4.0441 0.1197 0.1507  -0.9710
17 H 4.4558 -1.0632 1.5321  -0.9438
18 H 3.8758 -1.6568 0.0222  -0.6358
19 O 3.9394 -4.4754 -0.8268  -0.7085
20 C 5.0106 -5.0022 -0.6343  0.7091
21 N 6.1885 -4.4072 -0.2760  -0.1533
22 C 5.1440 -6.4467 -0.9095  -1.3905
23 H 6.9986 -5.0044 -0.1452  0.2052
24 H 6.3050 -3.3967 -0.1349  0.0553
25 H 6.0641 -6.9664 -0.7744  0.4670
26 H 4.8819 -6.6830 -1.9307  0.3102
27 H 4.4647 -7.0935 -0.3337  0.2813
28 O 2.6986 2.2433 0.5876  -0.1569
29 C 3.7003 2.9427 0.4798  0.4253
30 N 4.2994 3.0091 -0.7550  -0.0644
31 C 4.3862 3.6016 1.6711  -1.1658
32 H 3.5960 2.8482 -1.4776  0.1283
33 H 5.0024 3.7207 -0.9764  0.1477
34 H 3.8107 3.2169 2.5288  0.2020
35 H 4.0946 4.6720 1.6315  0.2607
36 H 5.4626 3.4459 1.7225  0.3612
37 O -1.0895 -6.2074 -1.5136  -0.9245
38 C -0.8482 -5.2319 -0.8290  0.7651
39 N -0.7765 -3.9875 -1.4078  0.7272
40 C -0.6019 -5.1646 0.6473  -0.6287
41 H -1.0329 -3.9442 -2.3969  -0.0608
42 H -0.8408 -3.1728 -0.7703  -0.8283
43 H 0.4561 -4.9955 0.7507  0.2212
44 H -0.7900 -6.1158 1.0976  0.3901
45 H -1.2258 -4.3618 1.0686  -0.1020
46 O -2.4653 5.9116 2.4705  -0.6148
47 C -2.4001 6.2016 1.2942  0.7843
48 N -2.4377 5.2638 0.3140  0.3352
49 C -2.3718 7.6325 0.7611  -1.3314
50 H -2.1221 4.3132 0.4593  -0.3532
51 H -2.0738 5.5184 -0.5704  0.2851
52 H -2.5136 8.3779 1.5478  0.3755
53 H -3.1000 7.8347 -0.0016  0.4115
54 H -1.3932 7.8951 0.3538  0.1266
55 O 1.9188 3.3861 4.7947  -0.5729
56 C 1.7347 2.6994 5.7910  0.7894
57 N 2.4064 1.5223 5.9040  -0.0770
58 C 0.7332 3.0132 6.8821  -1.4273
59 H 3.1206 1.2379 5.2502  0.1952
60 H 2.1178 0.8680 6.5805  0.0561
61 H -0.1452 2.3800 6.7942  0.2887
62 H 0.3437 4.0212 6.8035  0.3622
63 H 1.3225 2.9322 7.7769  0.4471
64 O -2.7592 -1.0164 4.1405  -0.8416
65 C -3.3735 -2.0130 3.7546  0.9111
66 N -3.0511 -2.6714 2.6552  0.2403
67 C -4.4783 -2.6698 4.5845  -1.3810
68 H -2.3456 -2.1805 2.1007  -0.4822
69 H -3.7250 -3.3017 2.1545  0.2425
70 H -5.0223 -1.9543 5.2004  0.3206
71 H -4.0156 -3.3679 5.2998  0.3394
72 H -5.1217 -3.1989 3.9370  0.2445
73 O 2.3450 2.8585 -3.1935  -0.5142
74 C 1.7370 2.5240 -4.2151  0.3668
75 N 0.5051 3.0797 -4.5095  -0.1165
76 C 2.2091 1.4285 -5.1855  -0.8693
77 H 0.0749 3.7313 -3.9035  0.2761
78 H -0.1426 2.6729 -5.1728  0.0872
79 H 2.0967 1.7466 -6.2458  0.4051
80 H 1.4067 0.6416 -5.0542  -0.0620
81 H 3.2004 0.9651 -5.0222  0.3126
82 O -7.1609 2.3850 -0.5542  -0.7989
83 C -6.1134 3.0259 -0.3680  0.4553
84 N -5.5235 3.1498 0.8246  -0.2526
85 C -5.3114 3.4248 -1.5636  -0.0397
86 H -5.9158 2.6496 1.6121  0.3241
87 H -4.5001 3.2150 0.8494  -0.0774
88 H -4.3332 3.6674 -1.1536  -0.0950
89 H -5.7770 4.2361 -2.1765  0.4879
90 H -5.1052 2.5395 -2.1677  -0.0847
91 O -4.4622 0.2099 -2.8121  -0.7880
92 C -3.6879 -0.4109 -2.1309  0.3049
93 N -3.9478 -0.5032 -0.7993  1.6035
94 C -2.5383 -1.1344 -2.6504  -0.2371
95 H -4.7109 0.0434 -0.3753  -0.7337
96 H -3.2720 -0.9660 -0.1908  -0.7894
97 H -2.1468 -0.5543 -3.4954  0.0812
98 H -2.9425 -1.9912 -3.2074  0.3432
99 H -1.7248 -1.5073 -2.0368  0.0843
100 O -2.2912 2.3401 0.7013  0.4427
101 C -2.3200 1.8084 1.7834  0.1051
102 N -2.9972 0.6995 2.0659  1.0566
103 C -1.6007 2.4426 2.9183  -1.2758
104 H -3.0692 0.2373 2.9321  0.2257
105 H -3.6574 0.3658 1.3932  -0.8218
106 H -1.7840 3.5059 2.9231  0.2785
107 H -0.4958 2.5009 2.8250  -0.0065
108 H -1.8687 1.9160 3.8721  0.4978
109 O 4.6278 0.4743 3.9528  -0.4385
110 C 5.7885 0.1876 3.7206  0.3719
111 N 6.6787 1.1323 3.3983  -0.3435
112 C 6.2895 -1.3063 3.7731  -0.7308
113 H 6.5062 2.1049 3.4527  0.2281
114 H 7.6500 0.9134 3.2272  0.2006
115 H 5.4607 -1.9762 3.5636  -0.4057
116 H 6.5564 -1.4816 4.8341  0.4966
117 H 7.2181 -1.4772 3.2394  0.4636
118 O 0.9083 6.7918 0.0688  -0.6743
119 C 0.6904 6.5570 1.2470  0.1387
120 N 0.5347 7.6133 2.0865  -0.3472
121 C 0.6977 5.2191 1.9001  0.7148
122 H 0.0924 7.3949 2.9667  0.2677
123 H 0.1981 8.4597 1.6130  0.3490
124 H 1.1280 4.4994 1.2260  -0.7635
125 H -0.3280 4.9206 2.1868  -0.4488
126 H 1.2720 5.1811 2.8111  0.6671
127 O 3.3173 -2.9279 2.8817  -0.0495
128 C 3.3053 -3.9323 3.5432  0.4712
129 N 2.0968 -4.3437 3.9827  -0.1442
130 C 4.5053 -4.7478 3.9972  -1.3274
131 H 1.2697 -3.7524 3.9928  0.1107
132 H 2.0330 -5.1690 4.5676  0.2043
133 H 4.2661 -5.2973 4.9122  0.4744
134 H 5.3664 -4.1106 4.2575  0.2047
135 H 4.7978 -5.4240 3.1837  0.2756
136 O 6.0427 5.1348 -1.5422  -0.7435
137 C 5.1674 5.9310 -1.7577  0.6416
138 N 5.0344 6.9382 -0.8795  -0.3473
139 C 3.9832 5.7721 -2.7511  -0.4131
140 H 5.7166 7.1106 -0.1814  0.2228
141 H 4.2930 7.5768 -0.9321  0.1657
142 H 3.2821 5.1461 -2.2106  -0.2140
143 H 4.2311 5.1767 -3.6476  0.2824
144 H 3.4444 6.6873 -3.0242  0.4182
145 O -5.7829 -0.2858 1.4780  -0.5858
146 C -6.8709 -0.8038 1.4060  0.5194
147 N -7.7823 -0.3426 0.5118  -0.2073
148 C -7.2877 -1.9495 2.3553  -0.5479
149 H -8.6278 -0.8419 0.2060  0.2261
150 H -7.5381 0.4618 -0.0444  0.1908
151 H -8.2652 -2.3806 2.0460  0.3944
152 H -7.3982 -1.5102 3.3153  0.3266
153 H -6.5258 -2.7246 2.4397  -0.2835
154 O 0.3740 -1.6635 6.8773  -0.7274
155 C 1.0679 -1.5942 5.8551  0.5178
156 N 0.4425 -1.4393 4.6287  0.3487
157 C 2.5519 -1.6284 5.7551  -0.3983
158 H -0.5760 -1.4028 4.5055  -0.0745
159 H 1.0222 -1.2236 3.8190  -0.0957
160 H 2.9201 -1.2389 4.7652  -0.2497
161 H 3.0348 -2.6195 5.8741  0.2546
162 H 2.9505 -0.8617 6.4811  0.4503
163 O 0.0044 -2.1322 -4.2002  -0.2324
164 C -0.0946 -2.2846 -5.4223  0.5702
165 N 0.9630 -2.1251 -6.2243  -0.1402
166 C -1.3648 -2.5628 -6.1204  -1.2212
167 H 1.9079 -1.9861 -5.8211  0.1646
168 H 0.8735 -2.2756 -7.2297  0.1974
169 H -2.0643 -3.1324 -5.5584  0.0895
170 H -1.1972 -3.2772 -6.9264  0.4585
171 H -1.9032 -1.6606 -6.4625  0.2508
172 O -1.6343 3.8432 -2.2603  -0.4856
173 C -0.7385 3.1178 -1.8474  -1.3218
174 N 0.2936 3.6503 -1.2085  1.7161
175 C -0.7985 1.6110 -2.0436  1.2699
176 H 0.3788 4.6442 -1.0938  0.1258
177 H 1.1342 3.0848 -1.0413  -0.9667
178 H 0.1599 1.1545 -2.3400  -0.0248
179 H -1.5051 1.4131 -2.8484  -0.1521
180 H -1.1103 1.1687 -1.1087  -0.6846
181 O -6.0071 -6.7974 -2.7586  -0.6885
182 C -4.8211 -6.4804 -2.7342  0.4523
183 N -3.9784 -6.8633 -1.7111  -0.1718
184 C -4.1339 -5.5512 -3.7488  -0.6460
185 H -2.9498 -6.6550 -1.6786  0.2061
186 H -4.3237 -7.5534 -1.0633  0.2152
187 H -3.0588 -5.8183 -3.7785  0.3135
188 H -4.1615 -4.4995 -3.4508  -0.1261
189 H -4.5881 -5.5777 -4.7276  0.4718
190 O -1.0331 -1.4369 0.2856  0.7820
191 C 0.1054 -0.9432 0.1553  -0.1191
192 N 0.5663 0.0679 0.8959  0.9347
193 C 1.1392 -1.5579 -0.7344  0.2932
194 H -0.1044 0.4393 1.5187  -0.4024
195 H 1.4284 0.5349 0.6538  -0.3670
196 H 2.0015 -0.9422 -0.9947  0.9747
197 H 0.6077 -1.9533 -1.6107  -1.1090
198 H 1.5401 -2.5041 -0.3349  0.2173
199 O 3.6645 -1.8774 -5.1818  -0.8240
200 C 3.9113 -2.3957 -4.0721  0.9624
201 N 3.0013 -2.7907 -3.2140  0.2841
202 C 5.2853 -2.5343 -3.5295  -0.5585
203 H 2.0155 -2.6178 -3.3729  -0.3004
204 H 3.2859 -3.2620 -2.3254  0.1206
205 H 5.3014 -2.3836 -2.4632  -0.3176
206 H 6.1083 -1.9867 -3.9689  0.3906
207 H 5.6498 -3.5990 -3.5943  0.2443
208 O -5.1430 -4.3088 1.6589  -0.7565
209 C -5.5645 -4.4852 0.5308  0.2701
210 N -6.4699 -5.4589 0.2346  -0.3171
211 C -5.2075 -3.5153 -0.5225  0.9655
212 H -6.5811 -5.7810 -0.7148  0.1553
213 H -6.7165 -6.0348 1.0083  0.2785
214 H -5.9743 -2.7909 -0.8122  0.3133
215 H -4.9640 -4.1721 -1.3656  -0.6422
216 H -4.3417 -2.9057 -0.2043  -0.4376

# 3
Molecular formula: C4H11NO3
Method: DFT, ωB97M-V with the def2-TZVPD basis set

Results
E_LUMO: -4.97 eV
total charge: 0
calculated total energy: -11944.1769 eV
relative energy (zero: lowest compared OMol25 entry of this formula, charge and spin): 1537.3 kJ/mol
multiplicity: 1
frontier orbital gap: 4.44 eV

Each line ends with the Mulliken charge.
Positions of all 19 atoms, in Å:
1 C -1.5306 -0.6356 0.4520  -0.5850
2 N -0.3479 -0.8305 -0.4407  -0.0437
3 C 0.7741 1.3015 -0.6760  -0.4260
4 C 0.7427 0.0415 -0.2688  -0.1218
5 C 2.1588 -0.6478 -0.0378  -0.1899
6 O 3.0346 0.2857 0.2235  -0.4525
7 O -1.1296 0.2871 2.8278  -0.7572
8 H -0.9305 -0.6779 1.3971  0.4708
9 H -2.2087 -1.4772 0.3351  0.3624
10 H -1.9942 0.3641 0.3817  0.1971
11 H 1.8912 -1.4772 0.6769  0.2737
12 H -0.0037 1.7564 -1.2998  0.2440
13 H 1.6190 1.9862 -0.5301  0.2709
14 H 2.6749 -1.0817 -1.0387  0.2785
15 H 0.4868 0.4925 1.4799  0.3548
16 H -1.4639 0.7006 3.6053  0.2014
17 H -0.7932 -0.7621 -1.3710  0.4111
18 H -1.7119 0.0384 -3.2514  0.2143
19 O -1.2678 0.3359 -2.4649  -0.7029

# 4
Molecular formula: C4H8N2S
Method: DFT, ωB97M-V with the def2-TZVPD basis set

Results
E_LUMO (alpha / beta): 0.49 / -1.13 eV
total charge: 0
calculated total energy: -18086.8691 eV
relative energy (zero: lowest compared OMol25 entry of this formula, charge and spin): 313.1 kJ/mol
multiplicity: 3
frontier orbital gap (alpha / beta): 8.59 / 7.10 eV

Each line ends with the Mulliken charge.
Positions of all 15 atoms, in Å:
1 C 1.3291 -0.5556 -0.2627  0.1150
2 C -0.1769 1.3288 0.0216  -1.0878
3 C -1.0458 -1.1468 -0.2490  -1.1736
4 C -0.0226 -0.1057 -0.6480  0.5047
5 N 2.4059 -0.4317 0.1896  0.6375
6 N 3.6206 -0.6378 0.3486  -1.1480
7 S 5.8492 0.2579 -0.1479  -0.1002
8 H -1.2645 1.8494 -0.0435  0.2897
9 H 0.7283 1.9129 -0.3258  0.3412
10 H 0.0258 1.1903 1.1529  0.2761
11 H -2.0704 -1.0546 -0.6047  0.3665
12 H -0.9949 -1.4100 0.8784  0.2590
13 H -0.7318 -2.2009 -0.7989  0.2735
14 H -0.0239 -0.0552 -1.7055  0.2212
15 H 3.7618 -0.9887 1.2920  0.2253